1.
{
  "formula": "C3H5O3S2",
  "method": "ωB97M-V/def2-TZVPD",
  "species": ["S", "S", "O", "O", "O", "C", "C", "C", "H", "H", "H", "H", "H"],
  "xyz": [[-0.26, 1.30, 2.11], [0.19, -1.60, 1.45], [1.19, -0.66, -2.35], [-0.96, -0.06, -2.19], [-1.62, 0.28, 0.42], [0.70, 0.41, -0.41], [-0.32, 0.15, 0.68], [0.24, -0.13, -1.80], [-1.78, 0.26, -0.60], [1.01, 0.92, 2.50], [-0.84, -2.28, 0.94], [0.82, 1.41, -0.62], [1.63, 0.00, -0.14]],
  "nbo_charge": [-0.07, -0.22, -0.73, -0.81, -0.77, -0.60, 0.20, 0.78, 0.53, 0.10, 0.13, 0.21, 0.23],
  "homo_energy_ev": -4.62,
  "smiles": "O=C([O-])CC(O)(S)S",
  "total_charge": -1,
  "lumo_energy_ev": 3.053,
  "gap_ev": 7.67
}

2.
{
  "formula": "C3H5O4P",
  "method": "ωB97M-V/def2-TZVPD",
  "species": ["P", "O", "O", "O", "O", "C", "C", "C", "H", "H", "H", "H", "H"],
  "xyz": [[-2.00, -1.47, 0.01], [-2.84, -2.30, 1.04], [-0.69, -0.85, 0.72], [-2.46, -0.82, -1.21], [-1.89, -3.03, 0.18], [1.10, 0.47, 0.46], [-0.10, 0.23, -0.01], [1.86, 1.55, -0.29], [1.19, 2.33, -0.60], [-0.72, 0.94, -0.64], [1.50, -0.20, 1.27], [2.83, 2.01, 0.24], [2.22, 1.14, -1.17]],
  "nbo_charge": [2.46, -0.50, -0.77, -1.02, -0.51, -0.21, 0.05, -0.63, 0.22, 0.24, 0.23, 0.22, 0.22],
  "homo_energy_ev": -9.94,
  "smiles": "C/C=C/OP1(=O)OO1",
  "lumo_energy_ev": 0.496,
  "gap_ev": 10.43
}

3.
{
  "formula": "C3H5O4Rh",
  "method": "ωB97M-V/def2-TZVPD",
  "species": ["Rh", "O", "O", "O", "O", "C", "C", "C", "H", "H", "H", "H", "H"],
  "xyz": [[-0.55, 1.53, -1.93], [-1.03, 1.07, -0.05], [-0.92, -1.14, 0.33], [0.64, 0.17, 1.15], [1.15, 0.85, -1.57], [-0.42, 0.08, 0.37], [1.05, -1.14, 1.57], [-0.10, -2.04, 1.08], [1.40, -0.07, -1.58], [0.24, -2.84, 0.41], [2.00, -1.37, 1.09], [-0.70, -2.46, 1.90], [1.16, -1.14, 2.66]],
  "lowdin_spin": [3.82, 0.27, 0.02, 0.03, 0.77, 0.05, 0.00, 0.00, 0.03, 0.00, 0.00, 0.00, 0.00],
  "homo_energy_ev": [-11.61, -16.27],
  "s_squared": 8.760,
  "total_charge": 1,
  "lumo_energy_ev": [-3.684, -8.159],
  "gap_ev": [7.92, 8.11],
  "spin_multiplicity": 6
}

4.
{
  "formula": "C3H5O4Ru",
  "method": "ωB97M-V/def2-TZVPD",
  "species": ["Ru", "O", "O", "O", "O", "C", "C", "C", "H", "H", "H", "H", "H"],
  "xyz": [[4.53, 0.51, -0.12], [0.75, -1.33, 0.19], [1.05, 0.76, -0.38], [-2.80, 0.63, 0.49], [2.82, -0.58, -0.06], [-0.65, 0.57, -0.01], [-0.62, -0.96, -0.06], [1.61, -0.39, -0.20], [-2.99, 1.57, 0.42], [-1.23, -1.41, 0.72], [-0.90, -1.34, -1.05], [-0.59, 0.95, 1.02], [-0.97, 1.01, -0.96]],
  "lowdin_spin": [4.60, 0.01, 0.03, 0.01, 0.30, 0.00, 0.00, 0.04, 0.00, 0.00, 0.00, 0.00, 0.00],
  "homo_energy_ev": [-7.38, -7.35],
  "s_squared": 8.753,
  "lumo_energy_ev": [-0.590, -3.072],
  "gap_ev": [6.79, 4.27],
  "spin_multiplicity": 6
}

5.
{
  "formula": "C3H5O4S",
  "method": "ωB97M-V/def2-TZVPD",
  "species": ["S", "O", "O", "O", "O", "C", "C", "C", "H", "H", "H", "H", "H"],
  "xyz": [[2.65, -2.21, -1.46], [-2.63, 2.02, -1.74], [-0.66, 0.79, -1.86], [-0.71, 3.11, -2.02], [-0.38, -0.98, -0.61], [-0.66, 1.11, 0.55], [-0.54, 0.24, -0.71], [-1.46, 2.21, -1.92], [0.05, 2.04, 0.51], [-1.68, 1.42, 0.55], [-0.48, 0.36, 1.30], [1.98, -1.22, -1.96], [1.51, -2.80, -1.29]],
  "nbo_charge": [-0.32, -0.71, -0.61, -0.69, -0.71, -0.76, 0.80, 0.98, 0.23, 0.24, 0.23, 0.17, 0.16],
  "homo_energy_ev": -5.57,
  "total_charge": -1,
  "lumo_energy_ev": 3.326,
  "gap_ev": 8.90
}

6.
{
  "formula": "C3H5O4Tb",
  "method": "ωB97M-V/def2-TZVPD",
  "species": ["Tb", "O", "O", "O", "O", "C", "C", "C", "H", "H", "H", "H", "H"],
  "xyz": [[1.83, 0.81, -0.03], [-2.37, -0.11, 0.25], [-1.26, 1.80, -0.16], [-0.36, -0.19, -0.55], [2.00, 0.27, 1.98], [-2.06, -1.51, 0.33], [-0.72, -1.64, -0.39], [-1.42, 0.62, -0.29], [-0.01, -2.25, 0.17], [-1.91, -1.72, 1.45], [-2.86, -2.07, -0.16], [2.74, 0.35, 2.57], [-0.64, -2.00, -1.42]],
  "lowdin_spin": [6.09, 0.00, -0.01, -0.03, -0.05, 0.00, 0.00, 0.00, 0.00, 0.00, 0.00, 0.00, 0.00],
  "homo_energy_ev": [-19.25, -19.25],
  "s_squared": 12.729,
  "total_charge": 2,
  "lumo_energy_ev": [-10.879, -10.857],
  "gap_ev": [8.37, 8.39],
  "spin_multiplicity": 7
}

7.
{
  "formula": "C3H5O4Y",
  "method": "ωB97M-V/def2-TZVPD",
  "species": ["Y", "O", "O", "O", "O", "C", "C", "C", "H", "H", "H", "H", "H"],
  "xyz": [[-1.70, -1.96, -0.98], [-1.61, 0.08, -1.74], [0.74, -2.62, 0.14], [1.43, -0.56, 0.69], [-0.72, -1.24, 0.94], [0.54, -1.52, 0.68], [0.95, 0.76, 1.03], [-0.86, 1.09, -1.55], [0.13, 1.05, -2.03], [-1.34, 2.06, -1.30], [-0.15, 0.24, 1.71], [1.02, 1.21, 2.02], [1.57, 1.40, 0.39]],
  "nbo_charge": [2.55, -0.80, -0.67, -0.45, -0.88, 0.96, -0.45, 0.41, 0.21, 0.23, 0.33, 0.26, 0.28],
  "homo_energy_ev": -17.15,
  "total_charge": 2,
  "lumo_energy_ev": -10.728,
  "gap_ev": 6.42
}

8.
{
  "formula": "C3H5O5S",
  "method": "ωB97M-V/def2-TZVPD",
  "species": ["S", "O", "O", "O", "O", "O", "C", "C", "C", "H", "H", "H", "H", "H"],
  "xyz": [[-0.30, 1.83, 1.17], [-0.51, -0.10, -1.59], [-1.46, 1.37, 1.92], [-0.90, 2.50, -0.19], [0.56, 2.83, 1.79], [0.54, 0.73, 0.72], [0.20, -1.74, -0.08], [-0.64, -0.60, -0.49], [1.19, -2.03, -0.88], [-1.65, -0.47, 0.03], [0.14, -2.07, 0.93], [-0.46, 1.96, -0.92], [1.28, -1.46, -1.73], [2.02, -2.72, -0.68]],
  "nbo_charge": [2.56, -0.66, -1.01, -0.93, -1.00, -1.01, -0.29, 0.43, -0.33, 0.14, 0.21, 0.51, 0.20, 0.18],
  "homo_energy_ev": -5.46,
  "total_charge": -1,
  "lumo_energy_ev": 3.813,
  "gap_ev": 9.27
}

9.
{
  "formula": "C3H5O5Tl",
  "method": "ωB97M-V/def2-TZVPD",
  "species": ["Tl", "O", "O", "O", "O", "O", "C", "C", "C", "H", "H", "H", "H", "H"],
  "xyz": [[2.45, 0.21, 0.15], [-2.47, 0.83, 0.05], [0.99, -1.73, -2.41], [2.52, -2.75, -1.36], [0.84, -1.93, -0.22], [0.91, 0.86, 1.56], [1.33, -2.32, -1.34], [-1.17, 0.39, 0.31], [-0.28, 1.37, 1.08], [-0.88, -0.95, 0.30], [-0.71, 0.30, -0.69], [-0.88, 1.83, 1.90], [-0.06, 2.18, 0.33], [-2.59, 1.74, 0.35]],
  "lowdin_spin": [-0.01, 0.00, 0.42, 0.44, 0.17, 0.00, -0.02, 0.00, 0.00, 0.00, 0.00, 0.00, 0.00, 0.00],
  "homo_energy_ev": [-4.85, -4.84],
  "s_squared": 0.759,
  "total_charge": -1,
  "lumo_energy_ev": [2.882, 2.173],
  "gap_ev": [7.73, 7.02],
  "spin_multiplicity": 2
}

10.
{
  "formula": "C3H5OP",
  "method": "ωB97M-V/def2-TZVPD",
  "species": ["P", "O", "C", "C", "C", "H", "H", "H", "H", "H"],
  "xyz": [[-2.10, 1.63, -1.36], [-0.84, -1.02, -1.53], [-0.57, 1.24, -0.77], [-0.11, -0.20, -1.01], [1.30, -0.52, -0.47], [1.82, 0.17, 0.36], [-2.26, 2.92, -0.69], [1.40, -1.48, -0.06], [0.06, 2.00, -0.18], [1.90, -0.57, -1.33]],
  "nbo_charge": [0.57, -0.53, -0.74, 0.54, -0.72, 0.22, -0.06, 0.24, 0.24, 0.24],
  "homo_energy_ev": -9.89,
  "smiles": "[H]/P=C/C(C)=O",
  "lumo_energy_ev": -0.805,
  "gap_ev": 9.09
}

Asked for F_max across the records above, the calculation gives 3.6 3.7 3.8 5.3 2.9 4.7 4.4 2.7 5.4 2.8 eV/A in order.
Asked for electronic energy across the records above, the calculation gives -31006.3726 -20668.1969 -14376.0595 -13956.1523 -22219.5699 -33798.1170 -12403.1696 -24265.4694 -18121.0051 -14526.2904 eV in order.